[1]
This record from the Open Molecules 2025 dataset describes a 2-piece molecular cluster, C4H4N3S overall. The level of theory is ωB97M-V/def2-TZVPD.

```
12
Properties=species:S:1:pos:R:3:forces:R:3
C -0.369 1.822 -0.754 2.00 2.42 3.29
C 0.063 0.618 1.089 -2.26 -2.36 -1.02
C -0.751 -0.114 0.097 -0.40 0.69 1.47
C 1.832 -1.641 0.074 -0.65 1.37 -1.53
N -0.985 0.751 -0.960 -2.89 -5.90 -1.52
N 1.725 -1.783 -1.086 0.76 -0.31 3.00
N 0.149 1.773 0.509 3.64 5.17 0.15
S -1.825 -1.577 0.412 1.03 0.66 -4.28
H -0.277 2.706 -1.430 -0.19 -0.93 0.79
H -1.871 -1.822 -1.170 -0.01 0.19 3.58
H 0.540 0.387 2.133 -1.23 0.34 -2.12
H 1.769 -1.120 1.085 0.20 -1.34 -1.82
```
Forces are in eV/Å.

- Total charge: -1
- Energy above the lowest of the compared OMol25 structures with the same formula, charge and spin: 61.9 kcal/mol
- Multiplicity: 1
- Molecular weight: 126.16 g mol⁻¹
- Kohn-Sham gap: 0.23361 Ha
- HOMO: -0.10654 Ha
- E_tot: -717.21477 Ha

[2]
This record from the Open Molecules 2025 dataset describes a 2-piece molecular cluster, C3H8NO2 overall. The level of theory is ωB97M-V/def2-TZVPD.

```
14
Properties=species:S:1:pos:R:3:forces:R:3
C 1.074 0.627 0.022 -0.87 1.72 1.82
C 1.096 1.325 1.146 0.00 0.26 0.41
C -2.057 -2.030 0.170 0.80 0.04 -2.25
N 0.098 0.968 -1.020 0.25 -1.32 -1.54
O 1.806 -0.309 -0.453 3.41 -4.07 0.39
O -1.418 -1.017 -0.147 -1.72 -2.23 1.12
H 0.222 1.938 1.341 0.30 0.28 0.02
H 1.895 1.339 1.908 -0.62 -0.51 -0.61
H -2.142 -2.945 -0.533 0.45 1.37 0.67
H -2.642 -2.203 1.075 0.23 0.76 0.49
H -0.819 0.354 -0.893 2.10 0.52 -0.88
H 0.697 0.952 -1.955 -2.17 -0.47 1.96
H -0.149 1.912 -0.876 -0.51 1.52 0.08
H 2.337 -0.911 0.215 -1.64 2.13 -1.69
```
Forces are in eV/Å.

- Total charge: +1
- Energy above the lowest of the compared OMol25 structures with the same formula, charge and spin: 69.4 kcal/mol
- Multiplicity: 1
- Molecular weight: 90.10 g mol⁻¹
- Kohn-Sham gap: 0.37027 Ha
- HOMO: -0.50611 Ha
- E_tot: -324.01662 Ha

[3]
This record from the Open Molecules 2025 dataset describes a 2-piece molecular cluster, C2H2INOS overall. The level of theory is ωB97M-V/def2-TZVPD.

```
8
Properties=species:S:1:pos:R:3:forces:R:3
C 1.012 -0.820 1.158 0.49 -0.45 0.33
C 0.196 -0.135 0.275 -0.74 0.85 0.30
N 1.654 -1.362 1.949 0.18 -0.15 0.16
O -0.343 2.469 2.317 0.63 1.23 0.15
S -0.962 1.175 2.263 -0.13 -1.55 -0.89
I -3.032 1.351 1.019 -0.26 0.01 -0.06
H 0.608 0.706 -0.261 -0.02 0.11 0.03
H -0.645 -0.648 -0.157 -0.16 -0.06 -0.02
```
Forces are in eV/Å.

- Energy above the lowest of the compared OMol25 structures with the same formula, charge and spin: 21.6 kcal/mol
- Multiplicity: 1
- Molecular weight: 215.01 g mol⁻¹
- Kohn-Sham gap (alpha / beta): 0.27769 / 0.28964 Ha
- HOMO (alpha / beta): -0.33980 / -0.35263 Ha
- E_tot: -903.19235 Ha

[4]
This record from the Open Molecules 2025 dataset describes C3H4O3Rb as an isolated structure. The level of theory is ωB97M-V/def2-TZVPD.

```
11
Properties=species:S:1:pos:R:3:forces:R:3
C -0.052 -0.431 0.223 -1.08 -1.34 -0.15
O -2.804 1.246 -1.019 0.13 -0.46 -0.01
C -2.092 0.824 -0.103 -0.75 1.50 0.41
C 0.895 -1.329 -0.170 -0.52 0.37 0.03
O -1.056 -0.044 -0.599 1.82 -0.68 0.03
O -2.098 1.056 1.110 0.12 -0.53 -0.05
H -0.213 -0.188 1.278 0.25 0.34 -0.49
H 0.920 -1.696 -1.200 0.04 0.03 0.35
H 1.531 -1.770 0.603 -0.06 0.22 -0.37
Rb 3.653 0.780 -0.741 -0.98 0.08 0.41
H 1.317 1.552 0.617 1.01 0.48 -0.16
```
Forces are in eV/Å.

- Total charge: -1
- Energy above the lowest of the compared OMol25 structures with the same formula, charge and spin: 40.4 kcal/mol
- Multiplicity: 1
- Molecular weight: 173.53 g mol⁻¹
- Kohn-Sham gap (alpha / beta): 0.13737 / 0.13743 Ha
- HOMO (alpha / beta): -0.09154 / -0.09164 Ha
- E_tot: -366.44578 Ha

Repeat the fourth record exactly.
This record from the Open Molecules 2025 dataset describes C3H4O3Rb as an isolated structure. The level of theory is ωB97M-V/def2-TZVPD.

```
11
Properties=species:S:1:pos:R:3:forces:R:3
C -0.052 -0.431 0.223 -1.08 -1.34 -0.15
O -2.804 1.246 -1.019 0.13 -0.46 -0.01
C -2.092 0.824 -0.103 -0.75 1.50 0.41
C 0.895 -1.329 -0.170 -0.52 0.37 0.03
O -1.056 -0.044 -0.599 1.82 -0.68 0.03
O -2.098 1.056 1.110 0.12 -0.53 -0.05
H -0.213 -0.188 1.278 0.25 0.34 -0.49
H 0.920 -1.696 -1.200 0.04 0.03 0.35
H 1.531 -1.770 0.603 -0.06 0.22 -0.37
Rb 3.653 0.780 -0.741 -0.98 0.08 0.41
H 1.317 1.552 0.617 1.01 0.48 -0.16
```
Forces are in eV/Å.

- Total charge: -1
- Energy above the lowest of the compared OMol25 structures with the same formula, charge and spin: 40.4 kcal/mol
- Multiplicity: 1
- Molecular weight: 173.53 g mol⁻¹
- Kohn-Sham gap (alpha / beta): 0.13737 / 0.13743 Ha
- HOMO (alpha / beta): -0.09154 / -0.09164 Ha
- E_tot: -366.44578 Ha